The following is a quantum chemistry calculation of a structure of composition C38H31F15O22Zr at a distorted geometry, from OMol25.

Values from the calculation:
- E_LUMO: 2.891 eV
- Largest force on an atom: 5.87 eV/A
- 2S+1: 1
- Charge: -2
- Gap between HOMO and LUMO: 4.303 eV

Geometry as XYZ:
```
107
C38H31F15O22Zr, DFT ωB97M-V/def2-TZVPD
Zr 0.5749 2.5155 -0.2691
C 3.3532 1.6973 2.4629
C 2.5330 2.7723 2.4186
C 2.9001 4.0636 3.1009
O 2.0245 4.9452 3.2543
C 4.1417 4.1955 3.7253
C 5.1426 3.1819 3.6560
C 4.6517 1.7658 3.1189
O 5.5442 0.9659 2.8785
O 6.3472 3.3199 3.8326
O 1.4156 2.7704 1.7370
H 3.0597 0.7830 1.9579
H 4.4339 5.1309 4.1841
C 4.4187 0.7002 -0.7855
C 5.7548 1.1745 -0.6214
C 5.9525 2.6612 -0.4583
O 6.9435 3.0874 0.0746
C 4.8208 3.5168 -0.6458
C 3.5603 3.0713 -0.8021
C 3.3298 1.4883 -0.9332
O 2.0807 1.1771 -0.9276
O 2.4268 3.6869 -0.6881
O 6.6686 0.4211 -0.3502
H 4.1584 -0.3513 -0.7825
H 4.9325 4.5709 -0.4188
C -0.8706 -1.5057 0.1313
C -1.9795 -2.1480 -0.4942
C -2.9219 -1.3259 -1.3749
O -3.9506 -1.7829 -1.8310
C -2.6848 0.0846 -1.5151
C -1.5261 0.6095 -1.0534
C -0.6675 -0.1673 -0.0196
O 0.1057 0.6477 0.5854
O -1.0481 1.7804 -1.3497
O -2.1898 -3.3316 -0.3696
H -0.1068 -2.0453 0.6712
H -3.3393 0.7269 -2.0891
C 2.1952 -3.8399 0.6826
C 1.4920 -3.9385 2.0293
O 2.3700 -4.4552 3.0299
C 2.3022 -5.7179 3.3403
O 1.5000 -6.5238 2.9626
C 3.4845 -6.1250 4.2560
F 3.9943 -5.1074 4.9313
F 3.1048 -7.0970 5.0792
F 4.4588 -6.6174 3.4605
H 2.6466 -4.8285 0.5491
H 2.9998 -3.1065 0.6774
H 1.5209 -3.6514 -0.1480
H 0.6230 -4.5952 1.9912
H 1.1180 -2.9452 2.2713
C -5.0063 2.3142 0.0393
C -4.0220 3.2824 0.6182
O -3.4799 2.7095 1.8129
C -2.1987 2.6000 2.0412
O -1.3125 2.8004 1.2557
C -1.8947 2.0355 3.4453
F -1.5647 0.7480 3.3210
F -0.8804 2.6750 3.9902
F -2.9631 2.1463 4.2495
H -5.7771 1.9965 0.7417
H -4.5102 1.4218 -0.3461
H -5.5456 2.6496 -0.8509
H -4.4853 4.2296 0.9004
H -3.2632 3.5666 -0.1119
C 2.5278 6.4450 -4.1069
C 2.0734 5.2047 -3.3941
O 1.1793 4.4571 -4.2575
C 0.6772 3.3522 -3.7873
O 0.9135 2.8652 -2.7208
C -0.4440 2.8226 -4.7134
F -0.6146 1.5251 -4.5200
F -1.6049 3.4057 -4.3493
F -0.2292 3.0925 -5.9947
H 2.9945 7.1520 -3.4257
H 1.6748 6.9678 -4.5593
H 3.1658 6.2751 -4.9753
H 1.5544 5.4316 -2.4651
H 2.9370 4.5845 -3.1514
C -5.6141 -1.1197 1.8784
C -5.3512 -2.5820 1.4633
O -6.4819 -3.3211 1.9774
C -6.2809 -4.1693 2.9574
O -5.2372 -4.4538 3.4581
C -7.5932 -4.8070 3.4608
F -7.4199 -6.1077 3.6848
F -7.9379 -4.2581 4.6336
F -8.5932 -4.6418 2.5943
H -4.7656 -0.4381 1.8091
H -6.0709 -1.0512 2.8622
H -6.2943 -0.7461 1.1061
H -4.3446 -2.8582 1.7636
H -5.4194 -2.6577 0.3816
C -1.6809 -3.9710 -4.5239
C -0.9680 -2.7122 -4.1058
O 0.4135 -3.0406 -3.9671
C 1.2198 -2.1466 -3.4252
O 0.9433 -1.0168 -3.1796
C 2.6167 -2.7647 -3.1910
F 3.3344 -2.0100 -2.3894
F 2.5056 -3.9839 -2.6289
F 3.2466 -2.9419 -4.3629
H -1.2970 -4.8523 -4.0046
H -1.3633 -4.2569 -5.5363
H -2.7603 -3.8833 -4.4722
H -1.4164 -2.3335 -3.1890
H -1.0915 -1.9356 -4.8637
```